1.
2 unconnected molecules or ions with the total composition C5H14N, computed with wB97M-V/def2-TZVPD.

Computed properties:
total charge = +1
orbital gap = 10.0 eV
energy = -253.3807 Ha
highest occupied orbital energy = -13.394 eV
ΔE to the lowest compared entry with this formula, charge and spin = 1.021 eV
strongest force on any atom = 2.21 eV Å⁻¹
LUMO level = -3.44 eV

Positions of all 20 atoms, in Å:
H 2.120 1.421 0.044
H 3.375 0.285 -0.170
H 2.183 0.336 -1.458
H -0.684 -0.423 -2.279
C -0.213 -0.928 2.318
H -2.678 -0.486 -0.966
C 0.505 -0.143 1.246
H -0.355 1.167 -1.952
H 0.060 -0.418 3.271
C -2.288 0.485 -1.277
N -0.821 0.322 -1.595
H -0.319 0.015 -0.723
H 0.120 -1.992 2.415
H -2.870 0.814 -2.161
H 1.630 -1.619 0.268
C 1.446 -0.529 0.366
C 2.312 0.447 -0.411
H -1.351 -0.892 2.297
H -2.378 1.224 -0.500
H 0.203 0.913 1.268

Atomic forces in eV per Å
H -0.178 0.287 -0.804
H -0.339 -0.283 -0.257
H -0.021 0.348 -1.102
H 0.018 0.074 -0.090
C -0.401 -0.489 0.590
H 0.176 0.183 0.122
C -0.563 0.143 -0.153
H -0.357 -0.218 0.167
H -0.197 -0.425 -0.487
C -0.282 0.024 -0.867
N -0.281 -0.148 0.043
H 0.141 0.105 -0.161
H -0.301 0.884 -0.268
H 0.636 -0.157 0.410
H 0.165 0.708 0.142
C -0.159 -0.724 0.442
C 0.059 -0.422 2.167
H 1.420 0.009 -0.285
H -0.058 0.112 0.309
H 0.520 -0.012 0.083

***

2.
A gas-phase ion, C5H14N2 (charge -1), computed with wB97M-V/def2-TZVPD.

Computed properties:
⟨S²⟩ = 0.750
total charge = -1
orbital gap (spin up / spin down) = 2.6 / 8.9 eV
energy = -308.3204 Ha
multiplicity = 2
highest occupied orbital energy (spin up / spin down) = 1.504 / -4.868 eV
ΔE to the lowest compared entry with this formula, charge and spin = 1.161 eV
strongest force on any atom = 2.09 eV Å⁻¹
LUMO level (spin up / spin down) = 4.12 / 4.04 eV

Positions of all 21 atoms, in Å:
H -0.814 0.136 2.744
H -0.990 -1.874 -3.398
N 0.618 -0.845 -0.753
C -0.025 0.040 0.290
H 0.662 -0.438 3.515
H 1.451 -0.806 1.458
H -1.232 1.343 -0.991
H 1.080 -0.908 -2.779
N -0.956 -1.246 -2.622
C 0.242 -0.607 -2.116
H 0.310 1.930 -0.522
H -1.062 2.047 0.572
H -1.839 -0.898 -2.285
H 1.691 0.956 1.307
C 0.253 0.332 2.857
H 0.141 0.451 -2.240
C -0.557 1.368 -0.134
H -0.792 -0.683 0.615
H 0.396 1.301 3.354
H 0.474 -1.776 -0.392
C 0.948 0.177 1.519

Atomic forces in eV per Å
H -0.051 0.130 0.164
H 0.313 0.061 -0.123
N 0.370 1.895 0.800
C 0.010 -1.646 1.263
H -0.168 0.129 0.317
H 0.231 0.495 0.434
H -0.275 -0.254 -0.030
H -0.418 0.070 0.231
N -0.299 -0.154 0.880
C 0.364 -1.148 -1.199
H -0.167 0.128 0.153
H 0.300 -0.764 0.402
H -0.056 0.081 -0.187
H -0.129 -0.216 0.030
C 0.102 -0.171 0.270
H 0.225 0.631 -0.003
C 0.372 1.026 -1.402
H -0.546 0.943 0.593
H -0.101 -0.155 -0.258
H 0.011 -0.266 -0.703
C -0.087 -0.814 -1.632

***

3.
A single C5H14N2 molecule, computed with wB97M-V/def2-TZVPD.

Computed properties:
orbital gap = 9.5 eV
energy = -308.3163 Ha
highest occupied orbital energy = -8.419 eV
ΔE to the lowest compared entry with this formula, charge and spin = 2.904 eV
strongest force on any atom = 6.16 eV Å⁻¹
LUMO level = 1.09 eV

Positions of all 21 atoms, in Å:
H 1.711 0.585 2.361
H -2.092 1.017 0.590
H -2.908 1.078 -0.923
H 0.657 1.881 1.918
H -0.560 0.080 -1.587
H 0.770 -1.533 0.190
C 0.175 -0.635 0.448
C -0.999 -0.429 -0.653
C 2.178 0.354 -0.706
N 1.043 0.570 0.216
H -0.324 -0.614 1.466
H -2.225 -1.830 -1.730
C -2.252 0.368 -0.209
C 1.449 1.200 1.552
N -1.406 -1.835 -1.103
H 2.148 1.858 1.447
H -1.637 -2.546 -0.384
H 1.726 0.209 -1.623
H 2.801 -0.626 -0.692
H 2.736 1.244 -0.803
H -2.991 -0.398 0.225

Atomic forces in eV per Å
H 0.340 -1.512 0.871
H 0.818 1.226 1.536
H 1.891 -2.001 0.808
H -0.370 -0.731 -0.210
H -0.379 -0.892 1.510
H -0.692 0.089 0.480
C -1.208 2.150 -1.926
C -0.027 -1.749 -1.114
C -0.620 -2.082 1.189
N 1.077 0.017 3.169
H 0.997 -0.210 -1.083
H 0.649 0.281 0.433
C -2.567 -0.773 -0.766
C -5.139 -2.115 -1.391
N -0.249 0.219 -0.350
H 4.814 3.633 -1.247
H 0.393 1.196 -0.170
H -1.054 -0.071 -2.349
H -0.519 1.471 1.080
H 0.955 0.790 0.241
H 0.887 1.063 -0.714

***

4.
A single C5H14N2 molecule, computed with wB97M-V/def2-TZVPD.

Computed properties:
orbital gap = 9.7 eV
energy = -308.2927 Ha
highest occupied orbital energy = -8.644 eV
ΔE to the lowest compared entry with this formula, charge and spin = 3.547 eV
strongest force on any atom = 5.73 eV Å⁻¹
LUMO level = 1.08 eV

Positions of all 21 atoms, in Å:
C -0.622 0.810 -0.386
H -0.596 -1.778 -0.088
H -1.953 -0.573 0.358
H 1.899 1.161 -0.746
H 0.894 -2.193 0.475
N 0.490 -0.257 -0.466
H -0.272 1.401 0.460
H 2.086 0.749 0.898
H 4.195 -0.290 -0.200
N -2.931 1.137 0.531
C 0.064 -1.394 0.573
H -0.293 -1.012 1.499
H 2.862 -1.522 0.523
C 1.946 0.312 -0.110
C 3.062 -0.733 -0.178
H -3.873 0.837 0.811
H -2.418 1.377 1.394
H -2.569 -0.126 -1.156
C -2.013 0.250 -0.294
H 2.980 -1.198 -1.148
H -0.479 1.532 -1.174

Atomic forces in eV per Å
C 2.659 -0.085 -0.140
H -2.989 -1.865 -0.885
H 0.249 -1.409 0.146
H 1.137 0.576 -1.042
H -1.077 1.532 1.186
N 0.922 -0.825 2.551
H -1.055 0.162 0.837
H -1.003 -0.081 0.067
H -2.922 -0.941 0.679
N 0.874 1.356 0.102
C 4.702 1.005 -3.120
H 0.010 -0.103 0.969
H 0.506 -0.027 0.684
C -2.313 -0.380 1.009
C 1.465 1.369 -2.093
H 0.897 -0.468 -0.663
H -0.544 -0.144 -0.656
H 0.613 0.615 -0.427
C -2.149 0.163 2.128
H 0.084 -0.387 -0.497
H -0.066 -0.064 -0.836

***

5.
A single C5H14N2 molecule, computed with wB97M-V/def2-TZVPD.

Computed properties:
orbital gap = 10.0 eV
energy = -308.3916 Ha
highest occupied orbital energy = -8.900 eV
ΔE to the lowest compared entry with this formula, charge and spin = 0.857 eV
strongest force on any atom = 1.93 eV Å⁻¹
LUMO level = 1.12 eV

Positions of all 21 atoms, in Å:
H 0.094 -2.722 -2.295
C -0.324 -0.583 -0.520
H -1.804 0.227 1.607
H 1.590 -0.258 -1.370
C -0.729 0.337 1.798
C 1.001 -2.150 -2.123
H -1.367 -0.455 -0.802
N -0.412 1.825 -0.199
H 1.563 -2.541 -1.281
N -0.596 1.455 2.689
H -1.363 1.739 3.256
C 0.646 -0.704 -1.695
H 1.565 -2.046 -3.045
H 0.265 -0.017 -2.456
H 0.134 2.121 2.669
H -0.267 -1.501 0.097
H -1.054 2.228 0.464
H 1.058 0.607 0.747
C 0.004 0.533 0.460
H -0.345 -0.593 2.224
H 0.342 2.497 -0.224

Atomic forces in eV per Å
H 0.025 -0.272 -0.059
C 0.736 -1.054 1.416
H 0.091 -0.297 -0.089
H 0.059 0.115 -0.035
C -0.187 0.276 -0.430
C -0.864 1.723 0.122
H -0.004 -0.036 -0.250
N 0.234 -0.569 0.596
H 0.210 -0.522 -0.281
N -0.354 -0.123 0.477
H -0.298 -0.076 0.039
C -0.072 0.517 0.385
H 0.309 -0.574 0.025
H 0.168 -0.491 -0.425
H 0.747 0.175 -0.332
H -0.102 -0.044 -0.386
H -0.468 0.437 0.045
H 0.200 -0.325 -0.446
C -0.582 1.363 -0.370
H -0.095 -0.126 0.102
H 0.246 -0.094 -0.103

***

6.
3 unconnected molecules or ions with the total composition C5H14N2, computed with wB97M-V/def2-TZVPD.

Computed properties:
orbital gap (spin up / spin down) = 7.4 / 7.2 eV
energy = -308.2398 Ha
highest occupied orbital energy (spin up / spin down) = -6.438 / -6.266 eV
ΔE to the lowest compared entry with this formula, charge and spin = 4.986 eV
strongest force on any atom = 4.46 eV Å⁻¹
LUMO level (spin up / spin down) = 0.92 / 0.93 eV

Positions of all 21 atoms, in Å:
H 1.337 -0.230 2.080
H 0.863 2.037 -2.222
H -0.028 -1.061 -1.672
C 0.860 -0.939 1.410
H 0.039 -1.446 1.910
H 0.520 1.578 0.562
H 2.538 -1.235 0.100
C -1.736 0.472 0.745
H -2.292 -0.405 1.079
H -1.447 1.061 1.611
H -0.930 1.750 -2.243
C 1.803 -1.823 0.652
N 0.575 0.836 -0.123
C -0.069 2.096 -1.673
H -2.380 1.083 0.111
H -0.255 3.062 -1.209
H 1.265 -2.443 -0.071
C -0.517 0.054 -0.043
H 2.342 -2.517 1.312
N -0.771 -0.861 -1.021
H -1.716 -1.068 -1.295

Atomic forces in eV per Å
H -0.050 0.237 -0.130
H -0.122 0.183 -0.078
H -0.184 0.086 -0.043
C -1.550 -0.125 -0.227
H 0.130 -0.261 0.171
H 0.040 -0.156 0.344
H 0.044 0.014 0.045
C 0.255 -0.229 -0.175
H -0.034 0.068 0.011
H 0.013 -0.033 0.024
H 0.103 -0.266 0.275
C -0.171 0.036 -0.135
N -0.494 2.498 -3.661
C 0.914 -0.495 1.113
H -0.099 0.084 -0.091
H 0.124 -0.035 -0.037
H -0.044 -0.020 -0.001
C 0.578 -1.669 2.790
H -0.023 0.119 -0.054
N 0.418 -0.049 -0.244
H 0.153 0.012 0.105